(1)
{"formula": "C40H35ClN6O2Sn", "method": "ωB97M-V/def2-TZVPD", "relative_energy_ev": 0.526, "total_energy_ha": -2698.88695, "gap_ev": 4.06, "fmax_ha_per_bohr": 0.0154, "total_charge": -2, "elements": ["Sn", "O", "C", "N", "C", "C", "C", "C", "C", "C", "N", "C", "O", "C", "C", "C", "C", "C", "N", "C", "C", "C", "C", "C", "N", "H", "H", "H", "H", "H", "H", "H", "H", "H", "H", "H", "H", "C", "C", "C", "C", "C", "C", "C", "C", "C", "C", "N", "C", "C", "C", "C", "C", "N", "H", "H", "H", "H", "H", "H", "H", "H", "H", "H", "H", "H", "H", "H", "H", "H", "H", "Cl", "C", "C", "C", "C", "C", "C", "C", "H", "H", "H", "H", "H", "H"], "xyz": [[-0.161545, 0.261049, 0.151022], [0.068183, 4.060023, 2.520840], [0.246228, 2.958643, 1.982219], [-0.578693, 2.275865, 1.186014], [-1.860524, 2.743675, 0.865362], [-2.210563, 4.086582, 0.752631], [-3.488465, 4.452833, 0.350178], [-4.435035, 3.480690, 0.067917], [-4.110521, 2.136645, 0.194030], [-2.832772, 1.752208, 0.591816], [-2.409362, 0.424358, 0.700292], [-3.260544, -0.538049, 1.078707], [-4.468962, -0.427962, 1.316492], [-2.669276, -1.924296, 1.237545], [-3.465377, -3.027123, 0.936397], [-2.941933, -4.294432, 1.087520], [-1.642572, -4.427225, 1.566687], [-0.934966, -3.278014, 1.861908], [-1.431818, -2.052386, 1.707972], [1.558553, 2.259446, 2.255283], [2.608274, 2.966853, 2.832263], [3.803293, 2.319086, 3.084829], [3.913002, 0.970244, 2.758666], [2.817965, 0.346088, 2.192487], [1.668720, 0.968404, 1.952740], [-1.470533, 4.840097, 0.972867], [-3.741462, 5.502969, 0.254780], [-5.429608, 3.765320, -0.256624], [-4.838344, 1.370046, -0.022231], [-4.463744, -2.857572, 0.560408], [-3.526151, -5.167422, 0.824761], [-1.189135, -5.402156, 1.692694], [0.083732, -3.332150, 2.236519], [2.454465, 4.011626, 3.063666], [4.639780, 2.849216, 3.522785], [4.831062, 0.425816, 2.935373], [2.854572, -0.699296, 1.897037], [4.564176, 2.235227, -0.965187], [4.570957, 1.458580, -2.286355], [4.535379, -0.031309, -2.038588], [5.728900, -0.736069, -1.931381], [5.739125, -2.091627, -1.638350], [4.533285, -2.747260, -1.434957], [3.320702, -2.077373, -1.528418], [2.015158, -2.815139, -1.364510], [1.453021, -3.275663, -2.714474], [3.313957, -0.709229, -1.849398], [2.104627, -0.027796, -1.861612], [1.553972, 0.364919, -2.950030], [0.341164, 1.097354, -3.025600], [-0.230663, 1.641859, -4.185290], [-1.367608, 2.334970, -3.780495], [-1.448844, 2.171457, -2.393577], [-0.434746, 1.425780, -1.931671], [4.638960, 3.310332, -1.143673], [5.398241, 1.927775, -0.330689], [3.635180, 2.038852, -0.427011], [5.465791, 1.706797, -2.863264], [3.704037, 1.765265, -2.867830], [6.665535, -0.209771, -2.090298], [6.676416, -2.632461, -1.574263], [4.531485, -3.808318, -1.204897], [1.277922, -2.158869, -0.895512], [2.168637, -3.684801, -0.718872], [1.241722, -2.413883, -3.347778], [0.511874, -3.811604, -2.581592], [2.166579, -3.925121, -3.229756], [2.021439, 0.126305, -3.916085], [0.141772, 1.536794, -5.194485], [-2.065175, 2.879394, -4.398697], [-2.209367, 2.553124, -1.727333], [-3.339989, -6.204164, -6.200954], [-2.792909, -5.025460, -5.009225], [-2.400293, -5.448409, -3.741415], [-2.004454, -4.530158, -2.796731], [-1.998522, -3.108471, -3.053271], [-1.646028, -2.186578, -2.096817], [-2.382243, -2.738247, -4.395308], [-2.771257, -3.665726, -5.330070], [-2.402144, -6.508216, -3.508750], [-1.699155, -4.868286, -1.810509], [-1.660862, -1.120061, -2.291357], [-1.380206, -2.513203, -1.098479], [-2.363257, -1.684149, -4.652232], [-3.064613, -3.349268, -6.325207]], "forces_ev_per_a": [[-0.781, 0.012, -0.141], [0.110, -0.051, 0.001], [-0.395, 0.114, -0.202], [0.496, -0.334, -0.079], [-0.362, 0.107, 0.032], [0.066, 0.035, -0.043], [-0.031, 0.024, -0.001], [0.046, -0.012, -0.012], [-0.084, 0.072, -0.059], [-0.055, 0.102, 0.188], [0.450, -0.176, -0.072], [-0.130, 0.036, -0.183], [0.023, -0.043, 0.051], [0.100, -0.081, 0.144], [-0.082, -0.013, -0.126], [0.036, 0.076, 0.038], [-0.048, -0.061, -0.047], [0.029, -0.021, 0.018], [0.052, 0.229, -0.067], [0.210, -0.164, 0.099], [0.058, 0.211, 0.046], [-0.138, -0.223, -0.102], [0.112, 0.220, 0.112], [-0.050, -0.238, -0.147], [0.218, 0.309, 0.138], [0.012, -0.017, 0.014], [0.027, 0.000, 0.005], [-0.002, -0.016, 0.005], [0.024, 0.027, 0.024], [0.008, 0.007, 0.008], [0.002, 0.007, -0.018], [0.028, 0.017, 0.003], [-0.021, -0.017, -0.018], [-0.034, -0.014, -0.009], [0.002, 0.018, 0.005], [-0.024, -0.049, -0.040], [0.025, 0.026, 0.010], [-0.027, -0.004, -0.109], [-0.052, -0.076, 0.212], [-0.138, 0.048, -0.111], [0.017, -0.103, -0.022], [0.014, 0.055, 0.003], [0.074, -0.011, 0.004], [-0.160, -0.119, 0.016], [0.038, 0.029, -0.222], [0.031, -0.088, 0.122], [0.490, -0.111, 0.006], [-0.269, 0.441, 0.114], [0.312, -0.362, -0.005], [-0.465, 0.273, -0.077], [0.241, -0.119, 0.056], [-0.154, 0.072, 0.152], [-0.223, 0.067, -0.158], [0.326, -0.129, 0.422], [-0.026, 0.005, 0.043], [-0.003, 0.002, 0.011], [0.002, 0.011, 0.042], [0.001, -0.006, -0.003], [0.028, 0.039, -0.095], [-0.011, 0.016, 0.006], [-0.005, 0.010, 0.020], [-0.047, 0.011, -0.001], [0.035, -0.095, 0.037], [-0.001, 0.027, 0.052], [-0.037, -0.030, -0.035], [0.098, 0.057, -0.060], [0.043, 0.005, -0.004], [-0.026, 0.039, -0.008], [0.070, -0.038, 0.037], [0.005, -0.006, 0.004], [0.040, -0.025, -0.079], [-0.014, -0.094, -0.106], [-0.028, -0.075, 0.026], [0.004, 0.090, -0.108], [-0.009, -0.002, -0.004], [-0.019, 0.187, 0.214], [-0.071, 0.037, 0.056], [0.008, -0.071, -0.072], [0.045, 0.013, 0.121], [-0.012, 0.000, 0.014], [-0.019, -0.041, -0.008], [-0.018, -0.005, -0.077], [0.043, -0.040, 0.036], [-0.027, -0.015, -0.034], [-0.003, 0.013, -0.001]]}

(2)
{"formula": "C7H14N5", "method": "ωB97M-V/def2-TZVPD", "relative_energy_ev": 1.890, "total_energy_ha": -548.57070, "gap_ev": 10.07, "smiles": "CC(C)N(C(N)=[NH2+])n1cccn1", "fmax_ha_per_bohr": 0.0663, "total_charge": 1, "elements": ["C", "C", "C", "N", "C", "N", "N", "N", "C", "C", "C", "N", "H", "H", "H", "H", "H", "H", "H", "H", "H", "H", "H", "H", "H", "H"], "xyz": [[1.591517, -1.085961, 1.051626], [0.607408, -0.847698, -0.119016], [1.413234, -0.729297, -1.405567], [-0.222362, 0.314424, 0.103158], [0.217270, 1.642766, 0.230815], [1.541465, 1.906463, 0.096696], [-0.648441, 2.631010, 0.497278], [-1.744132, -0.070613, 0.113874], [-2.515874, -1.150377, 0.441898], [-3.836523, -0.895843, 0.146848], [-3.791790, 0.414048, -0.443235], [-2.583530, 0.890530, -0.416617], [1.178231, -0.898851, 2.052360], [2.001261, -2.122585, 1.158898], [2.482312, -0.353921, 0.749028], [0.029406, -1.769295, -0.094407], [2.476176, -0.289317, -1.270835], [0.778150, -0.008090, -2.099448], [1.471736, -1.738856, -1.914030], [2.333263, 1.317230, 0.475844], [1.789816, 2.820769, -0.190210], [-0.367780, 3.519852, 1.041638], [-1.664626, 2.269282, 0.339008], [-2.140476, -2.133657, 0.846903], [-4.607385, -1.620747, 0.292472], [-4.632004, 1.072129, -0.890186]], "forces_ev_per_a": [[1.943, 1.197, -0.202], [2.072, -1.159, 0.838], [-0.435, 0.853, -2.324], [-3.356, 0.316, 0.513], [-0.745, -1.191, 0.856], [0.561, -1.654, 0.941], [-0.791, -0.374, 0.197], [0.618, 2.837, -0.676], [1.035, -2.304, 1.135], [1.513, 1.097, -0.710], [-2.122, 0.049, 0.016], [1.982, 0.496, -0.085], [0.054, 0.459, -0.367], [-0.303, 0.859, -0.789], [-1.384, -1.945, 1.578], [-0.748, 0.538, -0.538], [-1.878, -0.818, -0.254], [1.607, -1.571, 1.014], [0.153, 1.261, 0.533], [-1.828, 0.875, -0.806], [0.104, 0.869, -0.061], [-0.611, -2.240, -1.520], [1.516, 1.310, 0.260], [-0.145, 1.552, -0.457], [-0.412, 0.050, -0.083], [1.603, -1.364, 0.990]]}